Entry 1:
Formula: C18H36F6O18PV
Source: the Open Molecules 2025 dataset
Level of theory: ωB97M-V/def2-TZVPD

The geometry in XYZ format:
```
80
Properties=species:S:1:pos:R:3:forces:R:3
V -0.06878 -0.77880 0.17637 0.533 0.711 0.424
P -2.03879 -3.28977 0.04499 -1.856 -0.292 -0.497
F -0.87609 -2.79908 1.10001 -0.277 -0.157 0.210
F -1.69466 -4.87252 0.32382 -0.423 1.920 -0.093
F -3.20988 -3.19465 1.21396 1.496 -0.765 -1.026
F -3.13814 -3.64889 -1.10309 0.532 -0.175 0.962
F -2.33106 -1.67593 -0.25541 -0.003 -0.085 0.404
F -0.91264 -3.14331 -1.10167 0.550 -0.800 -0.255
C 1.11136 -0.21089 -5.23428 -0.302 -1.078 -2.737
O 0.73565 0.20569 -4.00697 -1.227 0.573 4.535
C -0.29442 -0.33686 -3.29986 1.443 -0.041 2.305
O -0.23605 -0.47539 -2.04422 -0.567 0.674 -4.336
O -1.28636 -0.66729 -4.09824 1.479 0.527 1.085
C -2.45659 -1.18193 -3.53369 -2.283 -0.990 0.259
H 1.29590 0.66044 -5.86265 0.268 -0.064 0.059
H 0.29154 -0.76403 -5.69256 0.150 -0.114 -0.322
H 1.97990 -0.86591 -5.16566 0.177 0.137 -0.069
H -2.79943 -1.80319 -4.36108 -0.798 0.194 0.342
H -3.14584 -0.40713 -3.19793 -0.061 0.513 -0.916
H -2.49830 -1.76829 -2.61578 1.567 -0.374 -0.139
C 1.96754 -3.80280 -2.71459 -0.147 -0.963 0.971
O 3.14846 -3.09050 -2.28065 -0.251 0.843 1.003
C 3.02827 -2.10651 -1.31545 0.842 -0.338 -2.214
O 1.97830 -1.62905 -0.97697 0.396 -0.169 0.720
O 4.30185 -1.71386 -1.04108 -1.287 -0.898 -0.323
C 4.61506 -0.61876 -0.20420 0.490 0.915 0.834
H 1.13321 -3.23135 -3.12133 0.494 0.466 -0.097
H 1.55283 -4.39060 -1.89568 -0.084 0.389 0.449
H 2.29066 -4.60834 -3.37398 0.323 0.635 -0.450
H 5.61025 -0.76745 0.21484 -0.062 -0.586 -0.051
H 3.94789 -0.45143 0.64137 -0.380 -0.308 -0.249
H 4.73632 0.32566 -0.73474 -0.447 -0.150 -0.405
C 2.55439 4.12403 1.18330 0.471 0.831 0.708
O 1.56247 3.12802 1.03796 -1.084 -2.884 -1.845
C 1.67306 2.15478 0.06723 0.000 0.040 -0.047
O 1.02701 1.08529 0.05947 1.589 2.834 0.092
O 2.64448 2.52504 -0.79452 -0.760 0.712 1.888
C 2.87623 1.89626 -2.00635 0.414 -1.690 -1.044
H 3.15470 4.41302 0.32063 -0.245 -0.570 -0.117
H 3.17119 3.73532 1.99359 0.396 0.492 -0.033
H 2.02594 5.02564 1.49305 -0.015 -0.099 0.228
H 2.12296 2.16934 -2.74534 -0.277 -0.371 0.121
H 2.99791 0.83468 -1.79108 -0.797 -0.250 -0.560
H 3.84408 2.14615 -2.44101 0.042 0.763 0.518
C -3.75552 -0.62984 2.66531 -2.235 -2.152 -0.845
O -2.84691 0.21006 3.30941 -0.743 0.263 0.644
C -1.66359 0.49335 2.87545 0.986 1.249 -2.648
O -1.04256 -0.05428 1.95526 -1.072 0.555 2.111
O -1.23370 1.65917 3.39112 0.586 -1.049 0.652
C -2.08275 2.44751 4.26369 -0.291 0.560 -0.610
H -4.77246 -0.24496 2.58902 0.182 1.239 0.663
H -3.94389 -1.52437 3.25897 0.675 -0.129 0.025
H -3.65387 -0.93171 1.62289 1.472 0.257 0.155
H -2.92355 2.76754 3.64827 -0.073 0.146 0.178
H -1.49369 3.31855 4.55073 0.104 -0.174 -0.246
H -2.48090 2.01105 5.17970 0.382 -0.714 -0.256
C 2.62897 0.67145 3.27039 0.231 0.129 -1.571
O 2.72584 -0.73270 3.55848 -1.320 -1.258 -0.231
C 1.96055 -1.55098 2.80123 -0.821 -0.503 -1.590
O 1.34838 -1.24205 1.74126 1.993 -0.823 3.200
O 2.00778 -2.80388 3.32512 1.741 4.824 1.790
C 1.46081 -3.90293 2.77171 -1.051 -1.960 -1.847
H 3.29627 1.26964 3.89085 -0.261 -0.581 0.445
H 1.59897 1.02786 3.25650 0.035 -0.069 0.284
H 3.01955 0.75863 2.25652 -0.137 0.439 -0.157
H 1.77842 -3.93124 1.72940 -0.396 -0.416 -0.246
H 0.37411 -3.91681 2.85539 0.022 0.018 -0.159
H 1.87188 -4.76679 3.29407 -0.007 0.110 -0.011
C -1.51184 3.71562 -1.04928 1.242 0.163 -2.547
O -2.80272 3.18801 -0.81755 -0.067 -0.152 0.189
C -2.88456 1.90835 -0.54262 0.308 -1.471 3.640
O -1.98628 1.07652 -0.34040 -1.959 2.179 -1.681
O -4.14457 1.59597 -0.11378 0.657 -1.323 -0.287
C -5.19072 2.43587 0.32329 -0.684 1.174 -0.489
H -0.80729 2.96277 -1.40274 0.067 -0.568 0.870
H -1.05047 4.35687 -0.29825 -0.647 -0.231 0.315
H -1.60262 4.21281 -2.01503 -0.161 0.927 0.319
H -4.93347 3.25230 0.99810 0.725 -0.096 -0.018
H -5.94725 1.85597 0.85196 0.391 -0.512 -0.130
H -5.70870 2.90184 -0.51497 0.109 -0.008 -0.205
```
Positions in Å, forces in eV/Å.

HOMO (spin up / spin down), eV: -1.686 / -10.897
Charge: 0
F_max, Eh/bohr: 0.1056
2S+1: 5

Results of the Löwdin charge analysis, in e, for atoms 1 through 2: 0.99, 0.29

---

Entry 2:
Formula: C24H37As3N3O2Ru
Source: the Open Molecules 2025 dataset
Level of theory: ωB97M-V/def2-TZVPD

The geometry in XYZ format:
```
70
Properties=species:S:1:pos:R:3:forces:R:3
Ru 1.47480 -0.26461 -0.89977 0.222 0.128 -0.238
O 5.42247 0.83560 2.60411 0.069 -0.018 0.841
C 4.42491 0.39806 3.37247 0.155 0.084 -0.448
C 4.65555 0.36416 4.74653 0.032 -0.008 0.250
C 3.67912 -0.08378 5.59821 -0.071 -0.026 -0.046
C 2.42643 -0.51673 5.11024 0.139 0.015 0.545
C 2.18174 -0.48416 3.78017 0.073 0.096 -0.580
C 3.17045 -0.02338 2.86550 -0.204 -0.099 0.291
C 2.89412 -0.01107 1.47138 0.212 0.066 0.164
O 1.68220 -0.39304 1.04721 0.065 -0.081 -0.289
N 3.83211 0.36960 0.60848 -0.430 -0.088 -0.205
N 3.36023 0.27946 -0.64490 0.306 -0.007 -0.108
C 4.05455 0.53913 -1.70995 -0.264 -0.021 0.128
C 3.36100 0.33584 -2.97618 -0.001 -0.008 0.017
C 3.97985 0.54400 -4.19463 -0.016 -0.002 -0.030
C 3.27014 0.30367 -5.36460 0.007 0.002 0.022
C 1.95724 -0.13630 -5.28111 -0.017 -0.010 -0.005
C 1.39321 -0.32193 -4.03371 0.010 -0.019 0.029
N 2.06224 -0.09558 -2.89395 0.066 -0.058 -0.164
H 5.17543 0.79472 1.67433 -0.076 -0.008 -0.462
H 5.62187 0.69287 5.10225 -0.003 -0.005 0.040
H 3.87304 -0.11148 6.66243 0.010 0.003 -0.008
H 1.67526 -0.87688 5.79846 0.019 0.002 0.027
H 1.23257 -0.82189 3.38949 -0.016 -0.009 -0.034
H 5.07817 0.89150 -1.65256 0.009 -0.047 0.038
H 5.00640 0.88350 -4.22500 -0.002 -0.001 0.005
H 3.73931 0.45572 -6.32766 -0.001 0.000 0.002
H 1.37460 -0.33789 -6.16871 0.001 0.003 0.001
H 0.37225 -0.66478 -3.92645 -0.006 0.002 -0.013
C -0.00999 -3.58910 -2.00002 0.053 0.024 -0.048
As -0.30283 -2.04131 -0.88182 -0.126 -0.325 0.167
C -0.58391 -2.82117 0.86291 0.029 0.031 0.042
C -2.07278 -1.50196 -1.53479 -0.002 0.188 -0.074
C -2.86049 -0.29533 -0.97686 0.001 -0.014 0.092
C -4.21216 -0.31410 -1.71524 0.010 -0.010 -0.032
C -2.19574 1.05407 -1.30172 -0.023 -0.099 -0.078
As -0.37342 1.50691 -0.72316 -0.337 0.381 0.079
C -0.54950 2.20693 1.07271 0.044 -0.041 0.051
C -0.08939 3.10452 -1.77710 0.047 -0.009 -0.039
C -3.10414 -0.48945 0.53797 0.033 0.002 -0.020
As -4.67294 0.39654 1.30329 -0.071 0.007 -0.020
C -5.32319 -0.61308 2.79851 0.015 -0.019 0.018
C -4.39752 2.23026 1.80478 0.039 0.016 0.009
H 0.90708 -4.08425 -1.68537 -0.002 -0.005 0.003
H 0.08888 -3.28836 -3.04171 -0.003 -0.011 -0.004
H -0.84690 -4.27882 -1.89834 -0.003 0.003 0.008
H -1.44786 -3.48450 0.84123 0.000 0.000 -0.009
H -0.70906 -2.04688 1.61644 0.005 -0.004 0.007
H 0.30259 -3.40162 1.11515 0.002 0.002 0.004
H -2.69065 -2.39970 -1.44477 0.040 -0.024 0.028
H -1.93013 -1.34427 -2.60807 -0.014 -0.007 -0.005
H -4.06602 -0.32061 -2.79560 -0.002 0.000 0.001
H -4.80927 0.57310 -1.48364 0.000 0.001 0.010
H -4.79302 -1.20206 -1.45642 -0.002 0.001 0.004
H -2.82291 1.87710 -0.94575 0.018 0.012 0.016
H -2.16310 1.16228 -2.38959 0.001 0.002 0.001
H -1.38427 2.90534 1.11996 -0.004 -0.002 -0.012
H 0.36844 2.73962 1.31904 0.001 0.000 0.005
H -0.67170 1.40004 1.79302 0.006 0.004 0.009
H -0.91051 3.80464 -1.62762 -0.006 -0.008 0.015
H -0.02377 2.84161 -2.83169 -0.003 0.009 -0.003
H 0.84361 3.57185 -1.46618 -0.006 0.013 0.002
H -2.25520 -0.17499 1.15329 0.009 -0.017 -0.012
H -3.29725 -1.54258 0.75507 0.002 0.000 -0.004
H -5.59008 -1.61660 2.47440 -0.003 -0.002 0.003
H -6.19522 -0.10695 3.20830 -0.003 0.000 -0.001
H -4.52970 -0.65476 3.54864 -0.014 -0.004 0.009
H -4.13107 2.82803 0.93681 -0.007 0.008 0.002
H -3.60287 2.25970 2.55392 -0.007 0.016 0.002
H -5.32329 2.60561 2.23791 -0.003 -0.001 0.001
```
Positions in Å, forces in eV/Å.

HOMO (spin up / spin down), eV: -15.216 / -15.178
Charge: +3
F_max, Eh/bohr: 0.0164
2S+1: 5

Results of the Löwdin charge analysis, in e, for atoms 1 through 2: 1.03, 0.12

---

Entry 3:
Formula: C13H19NO4
Source: the Open Molecules 2025 dataset
Level of theory: ωB97M-V/def2-TZVPD

The geometry in XYZ format:
```
37
Properties=species:S:1:pos:R:3:forces:R:3
C 4.57996 -0.78891 2.49620 0.132 0.193 0.364
H 4.12068 -1.02969 3.45749 0.076 0.019 -0.072
H 5.42950 -1.43960 2.30481 -0.049 0.027 -0.005
H 4.89354 0.25735 2.51179 0.000 -0.105 0.020
O 3.66108 -1.01354 1.44019 -0.226 -0.127 -0.346
C 2.52129 -0.30266 1.49677 0.156 0.187 0.360
O 2.28602 0.48473 2.38338 0.046 -0.124 -0.098
C 1.61245 -0.58895 0.36753 -0.210 -0.109 -0.319
C 0.37719 0.05079 0.34795 0.119 0.019 -0.026
C -0.52520 -0.15236 -0.68914 0.276 -0.274 -0.041
C -0.18804 -1.05267 -1.71391 -0.006 0.007 0.073
C 1.05135 -1.67912 -1.68435 0.022 0.053 -0.008
C 1.95621 -1.45531 -0.66554 0.006 0.118 0.190
H 2.91360 -1.95069 -0.65612 0.066 -0.056 -0.005
H 1.30273 -2.37233 -2.47462 0.011 -0.074 -0.071
C -1.16233 -1.37610 -2.80236 0.000 -0.008 0.006
H -1.02815 -2.40354 -3.13232 0.001 -0.051 -0.061
H -1.01686 -0.72736 -3.66690 -0.047 0.036 -0.089
H -2.17705 -1.24408 -2.43627 -0.094 -0.002 -0.027
N -1.78502 0.48319 -0.73593 -0.182 0.065 0.139
C -1.87385 1.58078 -1.67364 0.289 0.574 0.159
H -2.92836 1.83013 -1.82021 0.020 -0.009 -0.105
H -1.45070 1.25827 -2.62532 -0.063 0.028 -0.053
C -1.13945 2.85793 -1.23324 0.145 -0.273 -0.537
O -1.91816 3.53024 -0.26636 -0.232 0.154 0.308
H -1.43698 4.30232 0.04747 -0.023 -0.061 -0.025
H -0.98658 3.50215 -2.11150 0.026 -0.092 0.060
H -0.15502 2.58690 -0.82638 -0.064 0.020 -0.091
C -2.46021 0.70426 0.52848 -0.012 -0.499 0.211
H -3.40397 1.20816 0.29814 0.044 0.045 0.086
C -2.75574 -0.63136 1.21580 0.060 0.432 0.206
H -3.26900 -0.43152 2.16896 0.166 -0.001 -0.067
O -3.51751 -1.50063 0.41559 -0.313 -0.231 -0.272
H -4.28682 -1.02007 0.08934 0.055 -0.067 0.011
H -1.82761 -1.16673 1.42554 -0.050 0.077 0.083
H -1.91112 1.35324 1.22335 -0.092 0.036 -0.023
H 0.14818 0.71714 1.16557 -0.055 0.071 0.064
```
Positions in Å, forces in eV/Å.

HOMO, eV: -8.193
Charge: 0
F_max, Eh/bohr: 0.0129
Structure (SMILES): COC(=O)c1ccc(C)c(N(CCO)CCO)c1

Results of the Löwdin charge analysis, in e, for atoms 1 through 2: -0.05, 0.10

---

Entry 4:
Formula: C6H10
Source: the Open Molecules 2025 dataset
Level of theory: ωB97M-V/def2-TZVPD

The geometry in XYZ format:
```
16
Properties=species:S:1:pos:R:3:forces:R:3
C 2.89018 0.36622 -0.48901 0.115 0.042 -0.076
C 1.65796 0.15888 0.26610 -0.531 -0.070 0.101
C 0.53286 -0.08298 0.62687 0.486 0.092 -0.297
C -0.87917 -0.48904 0.52790 0.003 -0.046 -0.029
C -1.12102 -0.69951 -0.98631 -0.089 -0.068 -0.189
C -1.85414 0.53331 1.11577 -0.035 0.044 0.057
H 3.24522 1.39918 -0.44621 -0.017 -0.135 0.082
H 3.69143 -0.30364 -0.17375 -0.013 0.094 0.072
H 2.66060 0.13398 -1.53641 0.154 0.080 0.111
H -1.01692 -1.44658 1.04586 0.073 0.143 -0.037
H -1.55706 0.19928 -1.43433 0.049 -0.080 0.078
H -1.78502 -1.54235 -1.19033 -0.083 0.100 0.087
H -0.17114 -0.88760 -1.49441 -0.240 -0.086 0.054
H -1.70720 1.50621 0.63328 -0.030 -0.135 0.101
H -2.89034 0.21927 0.94468 0.170 0.020 0.017
H -1.70452 0.65340 2.19254 -0.011 0.006 -0.135
```
Positions in Å, forces in eV/Å.

HOMO, eV: -9.254
Charge: 0
F_max, Eh/bohr: 0.0112
Structure (SMILES): CC#CC(C)C

Results of the Löwdin charge analysis, in e, for atoms 1 through 2: -0.11, -0.09